C20H19InN6O7P2 | ωB97M-V/def2-TZVPD

Geometry (Å):
In -0.27 1.26 -0.47
C -0.63 -1.21 -4.37
C -0.24 -0.22 -3.47
N -0.11 -0.51 -2.18
C -0.35 -1.74 -1.76
C -0.80 -2.71 -2.66
N -0.93 -2.42 -3.95
C -0.09 -2.04 -0.34
C 0.20 -3.32 0.10
C 0.49 -3.52 1.45
C 0.51 -2.41 2.29
C 0.21 -1.16 1.77
N -0.10 -1.00 0.48
C 0.23 0.06 2.59
C 0.27 0.04 3.99
N 0.30 1.16 4.69
C 0.28 2.31 4.05
C 0.21 2.36 2.66
N 0.20 1.23 1.96
C 0.79 -4.87 1.96
C 1.61 -5.74 1.24
C 1.85 -7.00 1.77
N 1.32 -7.40 2.91
C 0.54 -6.59 3.60
C 0.25 -5.30 3.17
H -0.72 -1.01 -5.43
H -0.02 0.79 -3.78
H -1.08 -3.70 -2.35
H 0.22 -4.15 -0.59
H 0.79 -2.53 3.32
H 0.27 -0.88 4.55
H 0.31 3.22 4.64
H 0.16 3.30 2.13
H 2.07 -5.44 0.31
H 2.49 -7.71 1.25
H 0.13 -6.97 4.53
H -0.41 -4.66 3.74
C -0.20 6.01 -2.18
C -0.97 4.77 -1.76
O -2.38 4.93 -1.85
P -0.77 3.35 -2.87
O -1.41 3.74 -4.25
O 0.76 3.10 -3.23
O -1.30 2.06 -2.32
P -0.53 4.23 -0.05
O 0.97 3.55 -0.28
O -0.51 5.31 0.93
O -1.33 2.96 0.26
H -0.54 6.35 -3.16
H 0.87 5.83 -2.21
H -0.39 6.81 -1.46
H -2.71 5.53 -1.16
H -2.31 4.09 -4.20
H 1.14 3.68 -3.91
H 1.68 4.18 -0.08

Results
- frontier orbital gap (eV) = 6.3
- HOMO energy (eV) = -14.14
- net charge = +2



C2H11N3O | ωB97M-V/def2-TZVPD

Geometry (Å):
N 2.29 -1.26 0.23
C 1.78 -2.66 0.25
N 0.71 -3.17 1.16
H 1.42 -0.74 0.25
H 2.55 -1.09 1.17
H 1.46 -2.96 -0.74
H 2.67 -3.21 0.22
H -0.03 -2.52 1.03
H 0.97 -3.35 2.13
N -2.18 1.15 -0.23
C -1.55 2.26 -1.07
O -0.96 3.48 -0.43
H -1.36 0.92 0.35
H -2.98 1.65 0.21
H -0.62 1.78 -1.65
H -2.24 2.66 -1.86
H -1.26 4.38 -0.81

Results
- frontier orbital gap (eV) = 10.2
- SMILES = NCN.NCO
- HOMO energy (eV) = -9.47



C20H18F4O3 | ωB97M-V/def2-TZVPD

Geometry (Å):
C 3.43 -2.78 2.36
C 1.99 -2.87 1.88
O 1.83 -1.88 0.80
C 0.56 -1.79 0.30
O -0.27 -2.58 0.64
C 0.39 -0.63 -0.75
C 1.74 -0.55 -1.54
C -0.78 -0.99 -1.64
C -0.74 -0.74 -3.12
O -1.81 -1.50 -1.18
C 0.00 0.58 0.10
C -0.09 1.93 -0.66
C -1.25 2.65 -1.01
C -1.14 3.58 -2.05
F -2.29 4.14 -2.56
C 0.07 4.04 -2.55
C 1.20 3.47 -1.97
F 2.44 3.95 -2.35
C 1.15 2.49 -0.99
C -1.17 0.32 1.12
C -0.81 -0.17 2.38
C -1.80 -0.73 3.19
F -1.43 -1.40 4.33
C -3.16 -0.62 2.91
C -3.48 0.03 1.73
F -4.80 0.22 1.42
C -2.52 0.53 0.84
H 3.58 -3.45 3.23
H 4.12 -3.12 1.56
H 3.67 -1.74 2.65
H 1.78 -3.86 1.45
H 1.29 -2.63 2.70
H 2.55 -0.88 -0.88
H 1.70 -1.21 -2.41
H 2.00 0.44 -1.87
H 0.20 -0.37 -3.53
H -1.05 -1.65 -3.64
H -1.49 0.03 -3.36
H 0.94 0.55 0.64
H -2.22 2.48 -0.56
H 0.13 4.84 -3.27
H 2.06 2.09 -0.55
H 0.23 -0.18 2.70
H -3.92 -0.96 3.60
H -2.86 0.94 -0.10

Results
- frontier orbital gap (eV) = 9.7
- SMILES = CCOC(=O)[C@@](C)(C(C)=O)C(c1cc(F)cc(F)c1)c1cc(F)cc(F)c1
- HOMO energy (eV) = -9.27



C3H8Br2O | ωB97M-V/def2-TZVPD

Geometry (Å):
Br 2.54 0.47 1.60
Br -0.14 -1.23 2.02
C 0.64 0.50 1.77
H 0.37 1.14 2.64
H 0.21 0.97 0.87
O -0.29 0.56 -0.62
C -1.54 -0.07 -0.81
C 0.75 -0.26 -1.12
H -2.32 0.60 -0.41
H -1.60 -1.04 -0.28
H -1.75 -0.24 -1.88
H 0.79 -1.23 -0.61
H 0.64 -0.43 -2.21
H 1.70 0.28 -0.95

Results
- frontier orbital gap (eV) = 10.2
- HOMO energy (eV) = -9.55



C2H12N2O3 | ωB97M-V/def2-TZVPD

Geometry (Å):
N 0.02 -3.06 -0.29
C 0.98 -1.95 -0.40
C 0.65 -0.61 -0.62
N 1.55 0.45 -0.55
H -0.11 -3.56 -1.12
H -0.83 -2.98 0.31
H 1.99 -2.09 -0.54
H -0.46 -0.34 -0.82
H 2.23 0.27 0.18
H 1.07 1.32 -0.54
O -2.17 6.21 -2.41
H -2.98 6.65 -2.24
H -1.46 6.89 -2.28
O 1.81 -0.54 2.25
H 1.05 -0.90 2.71
H 2.05 0.37 2.68
O -2.07 -1.85 1.44
H -1.36 -1.25 1.28
H -2.53 -1.27 2.11

Results
- frontier orbital gap (eV) = 7.6
- SMILES = N/C=C/N.O.O.O
- HOMO energy (eV) = -7.25



C3H5N3OS | ωB97M-V/def2-TZVPD

Geometry (Å):
C -1.31 0.50 0.92
C -2.50 0.17 0.22
C -0.51 -0.57 0.48
N -2.45 -0.96 -0.45
N -1.22 -1.43 -0.25
N 2.67 1.07 -0.34
O 3.37 -1.32 -0.53
S 2.75 -0.35 0.39
H -1.13 1.30 1.52
H -3.31 0.85 -0.01
H -1.04 -2.27 -0.69
H 2.27 1.89 0.11
H 2.42 1.13 -1.37

Results
- frontier orbital gap (alpha / beta) (eV) = 9.3 / 6.8
- HOMO energy (alpha / beta) (eV) = -9.63 / -7.91



C4H9N3O | ωB97M-V/def2-TZVPD

Geometry (Å):
C -0.60 0.67 -0.05
C 0.22 -0.27 -0.86
C -0.29 0.35 1.23
N 1.33 0.28 -1.56
N -0.45 -1.22 -1.72
N 0.61 -0.98 0.49
C -0.26 0.69 2.54
O -1.58 1.48 -0.56
H -2.13 1.78 0.17
H 1.95 -0.38 -1.99
H 1.78 1.04 -1.08
H -1.42 -1.33 -1.44
H -0.43 -0.91 -2.69
H 0.22 -1.91 0.59
H 1.59 -0.96 0.78
H -0.26 -0.05 3.33
H -0.28 1.73 2.82

Results
- frontier orbital gap (eV) = 6.8
- HOMO energy (eV) = -6.10